Below is a molecular structure, C25H17AsBrN2O2PdS2, with properties calculated with the ωB97M-V functional and the def2-TZVPD basis.

Structure (XYZ):
```
51
Properties=species:S:1:pos:R:3:forces:R:3
Pd -1.539 -1.414 0.305 0.251 -0.353 0.242
S -2.629 -0.446 2.070 0.077 0.187 0.001
C -2.122 1.231 2.332 -0.110 -0.040 0.202
C -2.494 1.766 3.575 -0.005 0.053 0.037
C -2.188 3.072 3.914 -0.006 -0.068 -0.012
C -1.490 3.882 3.025 -0.005 -0.075 -0.056
C -1.106 3.360 1.799 -0.047 -0.033 0.118
C -1.411 2.044 1.446 0.017 -0.006 -0.001
As -1.041 1.300 -0.306 0.008 0.050 -0.187
C 0.455 0.099 0.238 -0.222 0.041 -0.254
C 0.802 -0.184 1.557 0.007 -0.162 0.025
C 1.936 -0.948 1.835 -0.036 0.061 0.015
C 2.737 -1.406 0.806 -0.004 0.012 -0.080
C 2.405 -1.117 -0.520 0.004 -0.047 0.105
C 1.268 -0.390 -0.800 -0.020 0.046 -0.024
C 0.107 2.731 -0.994 0.102 0.034 -0.029
C 1.404 2.978 -0.552 0.053 0.126 -0.027
C 2.142 4.026 -1.085 -0.071 -0.036 -0.018
C 1.590 4.836 -2.072 -0.018 -0.027 0.016
C 0.300 4.593 -2.522 -0.001 -0.058 0.033
C -0.435 3.538 -1.987 0.116 0.127 -0.045
H -3.031 1.135 4.274 0.011 0.019 -0.022
H -2.492 3.456 4.882 0.003 0.000 -0.027
H -1.246 4.905 3.284 0.004 -0.007 -0.008
H -0.559 3.987 1.106 0.002 -0.009 -0.026
H 0.192 0.189 2.368 0.013 0.020 0.040
H 2.180 -1.184 2.863 0.001 -0.005 -0.010
H 3.615 -2.001 1.027 -0.016 0.014 -0.005
H 3.018 -1.485 -1.333 0.015 -0.005 0.008
H 0.993 -0.197 -1.830 -0.018 0.015 0.010
H 1.841 2.354 0.219 -0.010 -0.027 0.001
H 3.151 4.210 -0.733 -0.020 -0.002 -0.010
H 2.167 5.649 -2.495 -0.006 -0.008 0.013
H -0.134 5.213 -3.298 0.016 -0.005 0.015
H -1.434 3.339 -2.355 -0.025 -0.019 0.001
Br 0.065 -3.989 1.996 -0.129 0.074 0.004
C 0.195 -4.107 0.108 0.087 -0.005 -0.084
C 0.797 -5.234 -0.415 0.001 -0.037 0.025
C 0.887 -5.327 -1.793 0.066 -0.069 -0.068
C 0.406 -4.296 -2.576 0.026 -0.022 0.067
C -0.178 -3.201 -1.959 0.009 -0.184 0.040
N -0.287 -3.118 -0.626 -0.252 0.037 -0.004
C -0.688 -2.028 -2.813 0.356 0.094 0.059
O -0.283 -2.033 -3.986 -0.236 0.056 0.125
O -1.375 -1.193 -2.188 -0.087 0.108 -0.201
H 1.160 -6.010 0.240 -0.007 0.005 -0.002
H 1.338 -6.202 -2.246 -0.016 0.005 0.008
H 0.464 -4.295 -3.654 -0.005 0.021 0.000
S -3.519 -2.587 0.272 0.059 -0.373 -0.055
C -3.086 -4.197 -0.078 0.055 0.542 0.014
N -2.846 -5.301 -0.327 0.013 -0.066 0.031
```
Positions in Å, forces in eV/Å.

Summary:
**Orbital gap**: 6.584 eV
**Total charge**: -1
**Energy above the lowest of the compared OMol25 structures with the same formula, charge and spin**: 0.864 eV

Results of the Mulliken charge analysis, in e, for atoms 1 through 2: 0.062, -0.180

Below is C4H10O2 in the gas phase, with properties calculated with the ωB97M-V functional and the def2-TZVPD basis.

Structure (XYZ):
```
16
Properties=species:S:1:pos:R:3:forces:R:3
C 2.390 -0.450 -0.307 0.216 0.103 -0.027
O 1.113 -1.049 -0.322 -0.034 -0.123 -0.067
C 0.013 -0.233 -0.685 -0.161 0.105 -0.106
C -0.751 0.244 0.550 0.025 0.274 -0.212
C -2.086 0.866 0.180 0.012 -0.005 -0.029
O -1.001 -0.867 1.385 0.187 -0.151 0.097
H 3.114 -1.216 -0.598 -0.090 0.114 0.092
H 2.457 0.376 -1.028 -0.044 -0.096 0.075
H 2.662 -0.071 0.687 -0.105 -0.010 -0.097
H -0.653 -0.864 -1.290 0.077 0.094 0.111
H 0.342 0.616 -1.302 -0.046 -0.092 0.105
H -0.135 0.987 1.087 -0.062 -0.108 -0.055
H -2.642 1.137 1.082 0.109 -0.033 -0.098
H -2.688 0.142 -0.382 0.075 0.103 0.060
H -1.953 1.767 -0.428 0.007 -0.129 0.072
H -0.182 -1.384 1.371 -0.167 -0.047 0.080
```
Positions in Å, forces in eV/Å.

Summary:
**Orbital gap**: 10.747 eV
**Structure (SMILES)**: COC[C@@H](C)O
**Energy above the lowest of the compared OMol25 structures with the same formula, charge and spin**: 1.084 eV

Results of the Mulliken charge analysis, in e, for atoms 1 through 2: -0.645, -0.388

Below is a molecular structure, C4H8N2O, with properties calculated with the ωB97M-V functional and the def2-TZVPD basis.

Structure (XYZ):
```
15
Properties=species:S:1:pos:R:3:forces:R:3
O 3.187 -0.288 0.071 0.007 0.045 0.026
C 1.953 0.003 -0.207 -0.016 -0.176 -0.211
N 2.054 -0.951 -1.049 -0.058 0.433 0.274
C -1.091 -1.285 -0.138 -0.026 -0.027 -0.003
C -1.228 0.124 0.439 -0.025 0.023 0.029
C -0.241 1.119 -0.173 -0.097 0.039 -0.077
N 1.138 0.934 0.277 0.161 -0.162 -0.024
H -0.059 -1.646 -0.092 -0.174 0.014 0.047
H -1.399 -1.303 -1.190 0.051 0.007 0.148
H -1.718 -1.997 0.408 0.058 0.110 -0.090
H -1.077 0.112 1.526 -0.022 -0.003 -0.137
H -2.245 0.500 0.268 0.143 -0.042 0.015
H -0.515 2.147 0.084 0.025 -0.150 -0.038
H -0.255 1.048 -1.268 0.008 -0.005 0.155
H 1.496 1.483 1.045 -0.033 -0.108 -0.114
```
Positions in Å, forces in eV/Å.

Summary:
**Orbital gap**: 9.736 eV
**Energy above the lowest of the compared OMol25 structures with the same formula, charge and spin**: 3.988 eV

Results of the Mulliken charge analysis, in e, for atoms 1 through 2: -0.481, 0.689

Below is 10 unconnected molecules or ions with the total composition C26H59Cl6N6O7, with properties calculated with the ωB97M-V functional and the def2-TZVPD basis.

Structure (XYZ):
```
104
Properties=species:S:1:pos:R:3:forces:R:3
C 0.625 0.270 -0.281 0.065 0.889 -0.646
C 0.054 -0.878 0.504 -0.575 0.117 0.513
O -1.112 -1.392 -0.041 0.961 0.034 0.079
H 1.583 0.583 0.135 0.063 -0.212 0.107
H 0.001 1.163 -0.261 -0.170 -0.096 -0.096
H 0.786 -0.066 -1.305 -0.043 0.296 -0.125
H -0.091 -0.634 1.556 0.117 -0.088 0.176
H 0.880 -1.582 0.399 -0.163 -0.974 0.161
C 3.092 -4.719 1.327 0.015 0.274 0.252
C 2.187 -5.890 1.703 1.784 -0.969 1.045
O 2.619 -6.812 2.395 -0.368 0.780 -0.479
N 0.940 -5.932 1.210 0.037 -0.235 0.010
C 0.258 -4.897 0.542 -0.960 1.268 -1.066
H 3.556 -4.892 0.356 -0.351 0.104 -0.248
H 3.933 -4.587 2.006 -0.224 -0.587 0.275
H 2.575 -3.761 1.373 -0.193 0.023 -0.432
H 0.360 -6.680 1.563 0.281 -0.072 0.011
H -0.140 -4.127 1.203 -0.574 -0.170 0.380
H -0.516 -5.349 -0.078 -0.303 0.160 0.297
H 0.789 -4.280 -0.183 0.913 -0.599 -0.050
C 2.822 1.689 2.983 -0.705 1.215 -1.231
C 3.625 2.902 3.433 1.459 -2.014 2.203
O 4.551 2.771 4.239 -0.510 0.119 -0.434
N 3.254 4.069 2.958 -0.455 1.177 -1.312
C 3.873 5.321 3.352 -0.008 -0.056 0.271
H 2.219 2.059 2.153 0.107 -0.235 -0.728
H 1.993 1.419 3.638 0.735 -0.400 0.749
H 3.483 0.898 2.628 -0.254 -0.132 0.480
H 2.636 4.038 2.159 -0.178 0.483 0.010
H 4.955 5.268 3.465 -0.014 -0.409 -0.137
H 3.481 5.590 4.333 -0.011 0.350 -0.062
H 3.661 6.091 2.610 -0.243 -0.067 0.131
C -2.396 -1.614 3.367 0.688 1.009 0.581
C -2.884 -3.014 3.126 -0.285 1.260 1.473
O -3.323 -3.711 4.035 0.324 0.152 -0.863
N -2.823 -3.313 1.839 0.023 -2.346 -1.279
C -3.272 -4.647 1.419 -0.290 0.193 -0.676
H -2.105 -1.006 2.510 -0.350 -0.435 -0.589
H -1.460 -1.653 3.925 -0.174 -0.087 0.579
H -3.131 -1.004 3.892 0.080 -0.289 0.333
H -2.360 -2.678 1.204 -0.167 -0.219 0.074
H -3.217 -5.359 2.243 -0.003 0.296 0.031
H -2.734 -5.055 0.564 0.445 0.293 0.168
H -4.298 -4.585 1.056 -0.244 -0.067 0.284
C -2.361 -3.830 -2.073 0.582 -0.479 0.220
C -2.258 -2.933 -3.258 -1.972 -2.401 -2.908
O -2.565 -3.313 -4.396 0.164 0.230 0.902
N -1.817 -1.734 -3.020 0.613 2.472 0.289
C -1.751 -0.618 -3.980 0.924 0.366 1.093
H -2.998 -3.443 -1.278 0.015 0.084 -0.073
H -1.326 -3.878 -1.733 0.047 -0.318 0.587
H -2.669 -4.834 -2.367 -0.054 0.224 -0.033
H -1.508 -1.611 -2.066 -0.037 0.704 -0.157
H -0.961 -0.007 -3.543 0.258 0.297 -0.400
H -2.604 0.060 -3.996 -0.483 -0.544 0.070
H -1.473 -0.856 -5.007 -0.099 -0.570 0.305
C -0.348 4.669 -0.964 0.813 1.502 0.667
C 1.107 4.781 -0.383 -3.383 -1.349 -0.757
O 1.368 4.231 0.646 0.624 -1.393 2.550
N 1.982 5.384 -1.116 1.604 1.968 -2.414
C 3.425 5.409 -0.967 0.581 -0.451 0.185
H -0.727 3.660 -0.805 0.068 0.219 -0.221
H -0.484 5.080 -1.964 0.365 -0.690 -0.301
H -0.946 5.385 -0.399 -0.169 -0.352 0.556
H 1.560 5.866 -1.897 0.537 -0.012 -0.153
H 3.845 6.394 -0.762 -0.259 0.062 -0.093
H 3.909 4.985 -1.847 -0.137 0.334 -0.383
H 3.792 4.738 -0.190 -0.616 0.101 0.362
C -4.889 -1.041 0.675 -0.076 -0.185 -0.286
C -4.653 0.225 -0.129 -1.410 0.569 -0.290
O -5.577 0.847 -0.656 1.044 -0.393 0.470
N -3.351 0.549 -0.306 1.060 0.501 -0.575
C -2.847 1.598 -1.265 -0.382 -1.623 1.764
H -4.148 -1.746 0.297 -0.334 -0.391 0.060
H -5.909 -1.374 0.485 0.189 -0.085 -0.230
H -4.789 -1.034 1.760 0.258 0.624 -0.030
H -2.663 -0.091 0.065 -0.230 0.046 -0.069
H -1.811 1.327 -1.473 -0.070 -0.014 -0.299
H -2.820 2.518 -0.681 -0.420 0.433 -0.762
H -3.463 1.519 -2.161 0.074 0.717 0.136
Cl 3.736 -2.165 -3.794 0.654 0.275 0.154
C 2.797 -2.149 -2.265 0.775 -0.415 -0.637
C 1.512 -2.803 -2.624 -1.138 0.085 -0.064
Cl 1.807 -4.533 -3.037 -0.471 0.508 0.315
H 2.759 -1.103 -1.961 -0.326 -0.208 0.120
H 3.296 -2.792 -1.540 0.296 0.355 0.048
H 1.024 -2.309 -3.465 0.194 -0.222 -0.214
H 0.782 -2.721 -1.819 0.056 -0.401 0.280
Cl 0.182 3.537 -4.327 -0.656 -0.097 0.034
C 1.912 3.575 -4.531 1.599 0.502 0.302
C 2.692 2.554 -3.633 -1.194 0.228 -1.027
Cl 1.854 0.931 -3.860 0.910 0.766 0.430
H 2.206 4.597 -4.292 0.192 -0.023 0.563
H 2.168 3.567 -5.590 -0.172 -0.902 0.008
H 2.687 2.872 -2.590 -0.483 -0.335 0.028
H 3.742 2.463 -3.913 -0.218 -0.148 -0.348
Cl -2.183 4.155 2.058 -0.357 0.322 -0.299
C -0.969 3.021 2.674 0.297 0.026 -0.125
C -1.648 1.667 2.981 1.095 1.185 -0.325
Cl -2.867 1.935 4.224 -0.312 -0.386 0.202
H -0.488 3.555 3.493 -0.303 -0.539 0.467
H -0.190 3.012 1.911 -0.112 -0.591 -0.187
H -0.924 0.937 3.344 0.009 0.093 0.100
H -2.090 1.300 2.055 -0.305 -0.012 0.172
```
Positions in Å, forces in eV/Å.

Summary:
**Orbital gap (spin up / spin down)**: 9.361 / 5.753 eV
**2S+1**: 2

Results of the Mulliken charge analysis, in e, for atoms 1 through 2: -0.285, 0.232

It is found that the maximum force values, taken in the order of the records, are 0.011 0.007 0.010 0.083 Eh/bohr.